Record 1
C30H28Br2CrF5N6OS6 as an isolated structure at a distorted geometry, computed with ωB97M-V/def2-TZVPD.

Element x y z (Å)
Cr (-0.376031, -0.362184, 0.101072)
S (-1.164102, -1.741126, -7.462554)
C (-0.867450, -1.534106, -5.832613)
S (-2.036959, -1.747455, -4.605278)
C (-1.065081, -1.338482, -3.207589)
C (0.215953, -0.993275, -3.473493)
S (1.440559, -0.515591, -2.332722)
S (0.628315, -1.025043, -5.177998)
S (-1.843851, -1.430076, -1.639811)
S (3.213661, 2.225616, -0.267341)
C (3.352257, 2.665146, 1.351232)
N (4.101586, 1.960785, 2.222232)
C (4.180142, 2.223413, 3.650785)
C (2.867521, 2.821457, 4.114822)
C (2.561593, 4.045689, 3.274932)
N (2.698990, 3.733512, 1.855710)
H (4.577408, 1.173106, 1.820627)
H (5.007039, 2.907234, 3.874230)
H (4.377679, 1.282627, 4.161780)
H (2.927050, 3.096890, 5.168470)
H (2.074498, 2.085610, 3.989685)
H (3.234774, 4.865561, 3.545738)
H (1.540050, 4.379806, 3.452861)
H (2.023351, 4.110151, 1.214061)
C (-0.570078, 5.776152, -1.749011)
N (-1.075582, 4.446326, -2.083165)
N (-1.414413, 3.670914, -0.970513)
C (-0.931970, 2.381635, -1.135996)
O (-1.199848, 1.456461, -0.366268)
C (-0.188496, 2.393132, -2.365200)
C (-0.268365, 3.634054, -2.866626)
C (0.393730, 4.198250, -4.074304)
C (-2.490047, 4.077071, -0.142809)
C (-2.514778, 3.661679, 1.180847)
C (-3.564623, 4.051695, 1.998838)
C (-4.575895, 4.871910, 1.513148)
C (-4.535418, 5.291017, 0.189867)
C (-3.499390, 4.890500, -0.644292)
H (-1.205363, 6.219361, -0.987667)
H (-0.609983, 6.401566, -2.638339)
H (0.459390, 5.734026, -1.378378)
H (0.339041, 1.530151, -2.757350)
H (0.821511, 3.385760, -4.657048)
H (1.203227, 4.878927, -3.797283)
H (-0.319315, 4.745660, -4.693328)
H (-1.718284, 3.038984, 1.551171)
H (-3.581050, 3.713758, 3.028201)
H (-5.387156, 5.182897, 2.159479)
H (-5.321864, 5.922094, -0.205883)
H (-3.482697, 5.183714, -1.686422)
F (1.407691, 0.137926, 2.633614)
C (0.215865, 0.555443, 2.008790)
F (0.404377, 1.944146, 1.844781)
C (-0.764808, 0.510038, 3.210913)
F (-0.704098, -0.675376, 3.841294)
F (-0.517012, 1.454674, 4.149823)
F (-2.041996, 0.685313, 2.828407)
Br (0.795036, -6.046766, 0.099048)
C (1.421076, -4.276693, 0.325478)
C (2.749841, -4.025784, 0.585927)
C (3.139688, -2.704167, 0.709243)
C (2.191615, -1.703659, 0.595941)
N (0.898855, -1.965555, 0.388605)
C (0.522636, -3.228852, 0.221121)
H (3.459083, -4.837378, 0.681955)
H (4.176853, -2.442040, 0.870325)
H (2.471405, -0.658274, 0.637013)
H (-0.518335, -3.386297, -0.034473)
Br (-2.333641, -4.441364, 4.793584)
C (-2.831020, -3.316330, 3.353310)
C (-4.152377, -2.980847, 3.147247)
C (-4.444494, -2.148311, 2.083495)
C (-3.407668, -1.694442, 1.279264)
N (-2.134980, -2.025113, 1.482507)
C (-1.851678, -2.821026, 2.505242)
H (-4.927968, -3.359733, 3.800591)
H (-5.464912, -1.856539, 1.870141)
H (-3.598555, -1.046705, 0.429518)
H (-0.808606, -3.072192, 2.667921)

Cartesian forces, eV/Å:
Cr -0.1 0.3 -1.0
S 0.0 0.0 0.1
C -0.1 0.1 -0.1
S -0.2 -0.1 0.1
C -0.1 0.1 0.1
C 0.1 0.0 0.2
S 0.1 -0.1 -0.1
S 0.3 0.0 0.0
S 0.0 -0.2 -0.1
S 0.1 0.0 0.2
C -0.1 -0.1 0.0
N 0.2 0.0 0.0
C 0.0 0.0 -0.1
C -0.1 0.0 0.1
C 0.0 0.0 -0.1
N 0.0 0.1 0.0
H 0.0 0.0 0.0
H 0.0 0.0 0.0
H 0.0 0.0 0.0
H 0.0 0.0 0.0
H 0.0 0.0 0.0
H 0.0 0.0 0.0
H 0.0 0.0 0.0
H 0.0 0.0 0.0
C 0.1 0.0 0.0
N -0.2 0.2 0.0
N 0.0 0.0 0.2
C 0.0 0.0 -0.3
O -0.3 0.2 0.5
C 0.0 -0.2 0.0
C 0.1 0.1 -0.3
C 0.0 0.0 0.0
C 0.1 -0.1 -0.1
C -0.1 0.0 0.1
C 0.0 0.0 0.0
C 0.1 0.0 -0.1
C 0.1 0.0 0.0
C -0.1 0.0 0.0
H -0.1 0.0 0.0
H 0.0 0.0 0.0
H 0.0 0.0 0.0
H 0.0 0.1 0.1
H 0.0 0.0 0.0
H 0.0 0.0 0.0
H 0.0 0.0 0.0
H 0.1 -0.1 0.1
H 0.0 0.0 0.0
H 0.0 0.0 0.0
H 0.0 0.0 0.0
H 0.0 0.0 0.0
F 0.1 0.1 -0.2
C -0.2 0.3 0.6
F 0.0 -0.2 0.0
C 0.1 -0.1 -0.2
F 0.0 0.0 0.1
F 0.0 0.0 0.0
F 0.0 0.2 -0.1
Br 0.0 0.0 0.0
C -0.2 0.0 -0.1
C 0.1 0.0 0.1
C 0.0 0.2 0.0
C 0.2 0.0 0.0
N 0.4 -0.5 0.3
C -0.2 -0.2 0.0
H 0.0 0.0 0.0
H 0.0 0.0 0.0
H 0.0 0.0 0.0
H 0.0 0.0 0.0
Br 0.0 0.0 0.0
C 0.2 0.0 0.0
C -0.1 0.0 0.1
C 0.0 0.1 -0.2
C -0.1 0.0 -0.1
N 0.0 0.0 0.2
C 0.0 -0.2 0.1
H 0.0 0.0 0.0
H 0.0 0.0 0.0
H 0.0 0.0 0.0
H 0.0 0.0 0.0

The calculation puts the HOMO energy (spin up / spin down) at -3.230 / -3.276 eV. The value obtained for the LUMO energy (spin up / spin down) is 2.1 / 2.1 eV. The calculation puts the energy at -289662.2755 eV. The calculation puts the energy above the lowest of the compared OMol25 structures with the same formula, charge and spin at 45.42 kJ/mol. As for the multiplicity: 5. Its expectation value of S² is 6.02. Its charge is -1.

Mulliken atomic charge list, values in e, 8 entries: 0.4269, -0.3504, 0.0952, -0.1378, 0.2711, -0.3080, -0.4634, -0.0988

***

Record 2
A 2-piece molecular cluster, C30H28F3N2O4S2 overall at a distorted geometry, computed with ωB97M-V/def2-TZVPD.

Element x y z (Å)
C (6.137035, -3.262026, 3.806117)
C (5.055319, -2.216839, 3.769135)
C (4.825986, -1.501567, 2.591635)
C (3.850966, -0.507745, 2.538614)
C (3.065571, -0.233584, 3.663472)
S (1.954907, 1.180586, 3.642917)
N (0.351126, 0.577195, 3.481021)
C (-0.718142, 1.277738, 3.276123)
C (-2.008298, 0.616481, 3.512944)
C (-3.250946, 1.284433, 3.643812)
C (-4.433192, 0.570083, 3.790695)
C (-4.425397, -0.849545, 3.802758)
N (-5.627612, -1.583401, 3.779579)
C (-6.416481, -1.752526, 2.565931)
C (-6.417480, -1.835846, 4.972667)
C (-3.170897, -1.515717, 3.753344)
C (-2.001326, -0.784590, 3.623699)
O (2.023745, 1.804105, 4.943270)
O (2.266477, 1.931736, 2.441604)
C (3.294800, -0.941240, 4.848629)
C (4.268710, -1.936224, 4.891993)
H (6.202277, -3.728665, 4.795451)
H (5.951248, -4.048850, 3.061175)
H (7.116068, -2.821498, 3.568994)
H (5.426172, -1.727741, 1.707360)
H (3.706498, 0.066516, 1.631027)
H (-0.730428, 2.346559, 3.004879)
H (-3.275561, 2.374092, 3.641609)
H (-5.398462, 1.076378, 3.885702)
H (-5.863555, -1.447454, 1.671439)
H (-6.707742, -2.806437, 2.463578)
H (-7.346768, -1.168280, 2.632549)
H (-5.851460, -1.585679, 5.875946)
H (-7.344223, -1.241391, 4.938896)
H (-6.699725, -2.897614, 4.995960)
H (-3.159632, -2.605615, 3.801203)
H (-1.043770, -1.297435, 3.594346)
H (2.716971, -0.702021, 5.735000)
H (4.436098, -2.506226, 5.809211)
F (-5.656124, 7.345584, 1.058401)
C (-5.817513, 6.387622, 0.091613)
F (-6.776280, 5.525254, 0.548889)
F (-6.337596, 7.011043, -1.016413)
C (-4.529329, 5.682871, -0.234846)
C (-4.558826, 4.327605, -0.569655)
C (-3.366531, 3.653321, -0.738161)
C (-2.107813, 4.316748, -0.651992)
C (-0.942074, 3.554710, -0.813380)
S (0.571072, 4.285595, -1.241760)
C (1.610723, 2.926612, -1.831792)
C (2.232877, 2.042810, -0.944597)
C (3.135090, 1.091943, -1.438242)
C (3.417641, 1.029143, -2.806587)
C (2.766156, 1.896958, -3.687679)
C (1.858709, 2.842559, -3.205007)
O (0.425663, 5.133216, -2.409050)
O (1.251082, 4.806413, -0.072118)
C (-2.130589, 5.729068, -0.370000)
C (-3.329342, 6.396771, -0.191738)
H (-5.507034, 3.812746, -0.680518)
H (-3.352990, 2.585633, -0.959302)
H (-0.964375, 2.459445, -0.827937)
H (2.036915, 2.111923, 0.126025)
H (3.628774, 0.409488, -0.745663)
H (4.138536, 0.302033, -3.183096)
H (2.963779, 1.859408, -4.758047)
H (1.365959, 3.536024, -3.884415)
H (-1.188883, 6.265321, -0.273633)
H (-3.358014, 7.469566, -0.006006)

Cartesian forces, eV/Å:
C 0.1 -0.2 0.0
C -0.2 0.1 0.0
C -0.2 0.1 0.1
C -0.2 0.0 0.0
C 0.1 -0.3 0.2
S -1.3 1.2 -1.2
N 0.4 0.1 0.5
C 1.5 0.1 0.6
C -1.1 -0.8 0.0
C 0.9 0.1 -0.1
C 0.0 -1.0 0.1
C 0.9 0.9 -0.4
N -0.5 -0.8 0.1
C 0.3 0.2 0.3
C 0.4 0.2 -0.3
C -1.0 0.6 0.1
C -0.1 -0.1 0.0
O 0.0 -0.5 -0.5
O 0.1 -0.6 0.9
C -0.2 0.1 -0.2
C 0.1 0.0 -0.2
H 0.0 0.1 -0.2
H 0.0 0.2 0.2
H -0.2 -0.1 0.1
H -0.2 0.2 0.2
H -0.1 0.0 0.1
H 0.2 -0.3 0.1
H 0.0 -0.2 -0.2
H 0.4 -0.1 -0.1
H 0.0 -0.1 0.3
H 0.0 0.1 -0.1
H 0.0 0.1 -0.2
H -0.1 -0.1 -0.2
H 0.0 0.0 0.2
H 0.0 0.1 0.2
H 0.0 0.3 -0.1
H -0.2 0.1 -0.1
H 0.0 0.0 -0.1
H -0.1 0.3 -0.2
F -0.4 -0.4 -0.7
C 0.9 -0.5 -0.3
F 0.2 0.7 -0.3
F -0.3 0.0 0.8
C -1.1 0.6 0.3
C 0.6 -0.1 0.3
C -0.3 0.1 0.0
C 0.0 0.2 0.2
C 1.0 -0.3 -0.3
S -1.0 -1.3 0.4
C 0.0 -0.3 -0.1
C 0.1 0.0 -0.2
C -0.2 0.2 -0.1
C -0.2 0.1 0.1
C 0.0 0.0 0.2
C 0.2 -0.2 0.2
O 0.1 0.6 0.1
O 0.3 0.4 -0.2
C -0.2 -0.2 -0.3
C 0.3 -0.5 0.0
H 0.1 0.0 0.1
H -0.1 0.2 0.0
H 0.1 0.5 -0.2
H 0.1 0.1 -0.3
H -0.1 0.1 -0.2
H -0.2 0.2 0.1
H 0.0 -0.1 0.2
H 0.1 -0.1 0.3
H -0.2 -0.1 -0.1
H 0.1 -0.2 0.1

The calculation puts the HOMO energy at -3.065 eV. The value obtained for the LUMO energy is 1.6 eV. The calculation puts the energy at -72556.8090 eV. The calculation puts the energy above the lowest of the compared OMol25 structures with the same formula, charge and spin at 0.00 kJ/mol. Its charge is -1.

Mulliken atomic charge list, values in e, 8 entries: -1.3306, 0.9091, -0.5651, -0.2736, 0.0233, 1.2118, -0.4011, -0.2606

***

Record 3
C30H28F5N2O2RhSSi as an isolated structure, computed with ωB97M-V/def2-TZVPD.

Element x y z (Å)
Rh (1.376440, -0.228945, -0.545129)
C (1.351305, -0.747451, 1.429601)
Si (-0.374116, -1.299639, 1.815912)
C (-0.747950, -2.243254, 0.219297)
N (-0.345180, -1.442662, -0.977451)
C (-1.495456, -0.630364, -1.497980)
C (-2.215938, -1.280028, -2.681416)
C (-2.302407, -2.794629, -2.549222)
C (-0.885216, -3.390515, -2.479506)
C (0.144053, -2.340546, -2.052797)
C (-1.629771, 0.049351, 2.128752)
C (-2.993505, -0.224895, 2.005887)
C (-3.950341, 0.748155, 2.259666)
C (-3.552738, 2.016883, 2.656856)
C (-2.202255, 2.304205, 2.800697)
C (-1.251052, 1.329144, 2.534869)
C (-0.498155, -2.533784, 3.229689)
C (0.145013, -3.773508, 3.158826)
C (0.090202, -4.677155, 4.209069)
C (-0.609890, -4.353728, 5.363605)
C (-1.250629, -3.127702, 5.459056)
C (-1.195355, -2.229968, 4.400722)
H (2.020513, -1.615634, 1.530522)
H (1.752444, 0.040562, 2.068637)
H (-1.778035, -2.592972, 0.121364)
H (-0.116454, -3.136935, 0.253850)
H (-1.116221, 0.346045, -1.784916)
H (-2.175845, -0.472425, -0.661366)
H (-1.692955, -1.030914, -3.609167)
H (-3.207128, -0.830259, -2.759386)
H (-2.853888, -3.222689, -3.386848)
H (-2.866750, -3.050437, -1.649605)
H (-0.579003, -3.761768, -3.459831)
H (-0.862235, -4.246279, -1.803610)
H (0.426822, -1.703476, -2.890564)
H (1.057945, -2.826224, -1.696700)
H (-3.320885, -1.216990, 1.707376)
H (-5.002638, 0.516732, 2.151612)
H (-4.294390, 2.779998, 2.856935)
H (-1.889340, 3.292846, 3.113198)
H (-0.200751, 1.572895, 2.629456)
H (0.709379, -4.041968, 2.271244)
H (0.594867, -5.631944, 4.129997)
H (-0.653768, -5.055790, 6.186586)
H (-1.795752, -2.869462, 6.358270)
H (-1.707325, -1.278096, 4.486048)
O (1.621008, 0.297042, -2.648708)
N (2.543319, 1.223288, -2.862335)
C (2.504697, 1.848223, -4.062899)
C (3.410460, 2.817788, -4.386552)
C (4.392406, 3.159932, -3.454355)
C (4.415553, 2.519099, -2.241856)
C (3.471419, 1.531620, -1.922022)
S (3.447508, 0.760760, -0.376414)
H (1.698076, 1.515829, -4.697352)
H (3.339644, 3.308135, -5.345796)
H (5.114639, 3.933138, -3.677611)
H (5.144249, 2.767276, -1.483193)
F (2.003195, 6.240479, -1.495263)
C (1.539994, 5.031559, -1.164198)
C (0.757395, 4.319705, -2.051193)
F (0.456653, 4.845240, -3.243996)
C (0.295344, 3.061529, -1.705339)
F (-0.445436, 2.392383, -2.598231)
C (0.602623, 2.463750, -0.481394)
O (0.139284, 1.259582, -0.164356)
C (1.365485, 3.230982, 0.407795)
F (1.687103, 2.726076, 1.601250)
C (1.841030, 4.482583, 0.071776)
F (2.598698, 5.170242, 0.930159)

Cartesian forces, eV/Å:
Rh 0.1 0.3 -0.4
C 0.0 -0.1 0.0
Si 0.1 0.0 0.0
C -0.1 0.0 0.0
N -0.1 -0.1 0.1
C 0.0 0.1 0.0
C 0.0 0.0 0.0
C 0.0 0.0 0.0
C 0.0 0.0 0.0
C 0.0 0.0 0.0
C 0.0 0.0 0.0
C 0.0 0.0 0.0
C 0.0 0.0 0.0
C 0.0 0.0 0.0
C 0.0 0.0 0.0
C 0.0 0.0 0.0
C 0.0 0.0 0.0
C 0.0 0.0 0.0
C 0.0 0.0 0.0
C 0.0 0.0 0.0
C 0.0 0.0 0.0
C 0.0 0.0 0.0
H 0.0 0.0 0.1
H 0.0 0.0 0.0
H 0.0 0.0 0.0
H 0.0 0.0 0.0
H 0.0 -0.1 0.0
H 0.0 0.0 0.0
H 0.0 0.0 0.0
H 0.0 0.0 0.0
H 0.0 0.0 0.0
H 0.0 0.0 0.0
H 0.0 0.0 0.0
H 0.0 0.0 0.0
H 0.0 0.0 0.0
H 0.0 0.0 0.0
H 0.0 0.0 0.0
H 0.0 0.0 0.0
H 0.0 0.0 0.0
H 0.0 0.0 0.0
H 0.0 0.0 0.0
H 0.0 0.0 0.0
H 0.0 0.0 0.0
H 0.0 0.0 0.0
H 0.0 0.0 0.0
H 0.0 0.0 0.0
O 0.0 -0.1 0.3
N 0.0 0.0 0.0
C 0.0 0.0 0.0
C 0.0 0.0 0.0
C 0.0 0.0 0.0
C 0.0 0.0 0.0
C 0.0 0.0 0.0
S -0.1 -0.1 0.1
H 0.0 0.0 0.0
H 0.0 0.0 0.0
H 0.0 0.0 0.0
H 0.0 0.0 0.0
F 0.0 0.0 0.0
C 0.0 0.0 0.0
C 0.0 0.0 0.0
F 0.0 0.0 0.0
C 0.1 0.0 -0.1
F 0.0 0.1 0.0
C -0.1 0.0 0.1
O 0.2 0.0 0.1
C 0.0 0.0 0.0
F 0.0 0.0 0.0
C 0.0 0.0 0.0
F 0.0 0.0 0.0

The calculation puts the HOMO energy at -8.101 eV. The value obtained for the LUMO energy is -0.5 eV. The calculation puts the energy at -73946.7680 eV. The calculation puts the energy above the lowest of the compared OMol25 structures with the same formula, charge and spin at 0.00 kJ/mol.

Mulliken atomic charge list, values in e, 8 entries: -0.0271, -0.8567, -0.6361, -0.7498, 1.4397, -0.0042, -0.8122, -0.6853

***

Going through the records in order, we get molecular weight values of 987.79 601.69 706.62 g/mol.